Formula: C4H14N2OS
Source: the OMol25 dataset
Level of theory: ωB97M-V/def2-TZVPD

```
22
Properties=species:S:1:pos:R:3:forces:R:3
S -2.343666 -1.151225 0.656652 -0.2 -0.1 0.1
O 1.560340 3.768583 0.539357 0.5 0.3 0.0
N 0.686048 -2.647596 0.621652 1.1 0.2 -0.3
N 0.895398 0.903352 -0.598899 -0.1 0.5 -0.5
C 1.186173 -1.460641 -0.055395 -1.0 -0.5 0.5
C 0.160504 -0.384377 -0.436392 0.9 1.5 0.1
C 0.993705 1.381373 -1.975154 -0.4 0.1 0.1
C -0.869540 -0.120889 0.671252 0.6 -0.3 -0.3
H 1.814471 -0.980526 0.690877 0.4 0.1 0.0
H 0.630268 3.987169 0.614510 -0.1 -0.2 0.0
H 1.616891 2.817711 0.404331 -0.5 0.1 0.0
H 0.037421 1.233847 -2.460363 -0.3 -0.1 -0.1
H -0.308302 -0.507214 -1.409652 -0.3 -0.6 0.1
H 1.796726 -1.717277 -0.908827 0.2 -0.1 -0.3
H -0.330577 -0.360393 1.584728 -0.3 0.1 0.5
H 1.138628 2.465954 -2.024611 0.4 -0.2 0.1
H -2.666041 -0.975221 -0.631242 0.0 0.1 0.0
H 1.736095 0.831979 -2.549523 0.3 0.1 -0.3
H 0.143033 -3.311643 0.092907 -0.3 0.4 0.3
H 0.371447 -2.401724 1.545150 -0.5 -0.6 -0.1
H -1.058427 0.948272 0.673932 -0.4 -0.1 0.0
H 1.813052 0.969698 -0.173431 -0.1 -0.8 0.1
```
Forces are in eV/Å.

Maximum force, eV Å⁻¹: 1.722
Energy relative to the best compared isomer or geometry (same formula, charge and spin), kJ/mol: 82.5
HOMO-LUMO gap, eV: 9.386
SMILES: CN[C@@H](CN)CS.O